Entry 1:
Here is a 10-piece molecular cluster, C22H58N6O20 overall in a non-equilibrium geometry from the Open Molecules 2025 dataset. Energies are from ωB97M-V with the def2-TZVPD basis set.

Its expectation value of S² is 0.75. The net charge is -1. The HOMO energy (alpha / beta) comes out at -1.66 / -5.15 eV. The frontier orbital gap (alpha / beta) is 3.542 / 7.031 eV. As for the multiplicity: 2. The calculation puts the total energy at -2705.5470 Eh.

Positions of all 106 atoms, in Å:
1 C 4.9518 0.1327 0.6839
2 N 5.0693 0.9317 -0.5102
3 O 4.7053 2.1196 -0.4107
4 O 5.4035 0.3961 -1.5206
5 H 5.3289 0.7331 1.5118
6 H 5.5980 -0.7317 0.5313
7 H 3.9419 -0.1867 0.9412
8 C -0.3649 -0.2979 0.8177
9 N 0.4809 0.9332 0.5457
10 O 1.6166 1.0039 0.9873
11 O -0.0165 1.8235 -0.1003
12 H -0.8446 -0.2246 1.7937
13 H 0.2544 -1.1948 0.8107
14 H -1.1441 -0.3573 0.0578
15 C 2.8388 4.2967 1.6078
16 N 2.7675 3.7665 3.0036
17 O 3.5655 2.7857 3.2174
18 O 1.9774 4.3338 3.7534
19 H 3.8259 3.9647 1.2861
20 H 2.6404 5.3662 1.5378
21 H 2.0346 3.8381 1.0324
22 C -2.8213 1.6906 -1.9361
23 N -3.1100 2.8489 -1.1280
24 O -2.6668 3.0178 0.0007
25 O -3.7872 3.7269 -1.6689
26 H -2.0120 1.1807 -1.4136
27 H -2.3347 2.2158 -2.7581
28 H -3.6620 1.0166 -2.1001
29 C -5.4095 -0.4304 2.4054
30 N -4.8905 0.5200 1.4121
31 O -3.9823 0.1420 0.6397
32 O -5.4148 1.5844 1.3390
33 H -5.8537 0.0490 3.2777
34 H -4.5926 -1.0435 2.7862
35 H -6.2492 -0.9890 1.9919
36 C 3.3076 -2.7457 -2.3617
37 N 3.1798 -2.1720 -0.9669
38 O 3.9375 -2.6934 -0.1052
39 O 2.1574 -1.5242 -0.7786
40 H 4.3689 -2.8327 -2.5948
41 H 2.9106 -2.0915 -3.1380
42 H 2.6942 -3.6463 -2.3880
43 C -5.2118 -4.1163 1.7519
44 O -5.3490 -3.9163 3.1469
45 C -4.1966 -4.1832 4.0071
46 C -3.0970 -3.0986 3.9775
47 O -3.6155 -2.0068 4.7636
48 C -2.6482 -1.0330 5.1300
49 H -6.1312 -4.3603 1.2197
50 H -4.5286 -4.9352 1.5264
51 H -4.7742 -3.2028 1.3493
52 H -3.7748 -5.1498 3.7318
53 H -4.4787 -4.2803 5.0554
54 H -2.7962 -2.8779 2.9533
55 H -2.2392 -3.5333 4.4906
56 H -2.0998 -0.6804 4.2565
57 H -1.9727 -1.4177 5.8941
58 H -3.1616 -0.1868 5.5866
59 C 1.1786 4.0552 -2.1264
60 O 1.9954 5.0512 -1.6401
61 C 3.1354 5.2641 -2.5014
62 C 4.3536 5.4799 -1.6773
63 O 4.3878 6.6619 -0.9201
64 C 5.2979 6.6176 0.1781
65 H 1.6906 3.1112 -2.3130
66 H 0.6340 4.5073 -2.9554
67 H 0.4036 3.9669 -1.3650
68 H 2.8301 5.9801 -3.2644
69 H 3.2917 4.3754 -3.1129
70 H 5.1968 5.4346 -2.3665
71 H 4.4693 4.6228 -1.0139
72 H 6.3184 6.2950 -0.0281
73 H 5.0447 5.9726 1.0196
74 H 5.2649 7.6349 0.5681
75 C -0.7122 -1.6966 -2.2521
76 O -1.1006 -0.6301 -3.1476
77 C -0.0866 0.0897 -3.8683
78 C -0.6292 0.9188 -5.0245
79 O -0.3312 2.2741 -4.8508
80 C -0.6052 2.9611 -6.0225
81 H 0.0407 -1.4210 -1.5137
82 H -0.3735 -2.6289 -2.7040
83 H -1.5943 -2.0150 -1.6964
84 H 0.4947 -0.6614 -4.4030
85 H 0.6430 0.6014 -3.2406
86 H -1.7153 0.9158 -5.1166
87 H -0.3521 0.5053 -5.9942
88 H -0.5770 2.3231 -6.9058
89 H 0.2221 3.6506 -6.1907
90 H -1.5683 3.3811 -5.7324
91 C 0.1100 -5.4418 3.8239
92 O 0.0878 -5.5751 2.3263
93 C 0.1455 -4.3076 1.7235
94 C 0.2454 -4.4921 0.1707
95 O -0.9108 -3.7977 -0.4494
96 C -2.0547 -4.5851 -0.5859
97 H 0.8390 -4.7417 4.2320
98 H 0.3333 -6.4096 4.2729
99 H -0.9122 -5.1794 4.0963
100 H 1.0209 -3.7278 2.0160
101 H -0.7315 -3.7214 1.9980
102 H 0.1211 -5.5259 -0.1519
103 H 1.0880 -4.0144 -0.3292
104 H -1.7641 -5.4818 -1.1333
105 H -2.7596 -3.9720 -1.1473
106 H -2.4309 -4.9032 0.3864

Cartesian forces, eV/Å:
C 1.19 -0.89 1.67
N -2.07 1.87 0.51
O 0.70 -0.91 -0.41
O 0.63 -0.17 -1.18
H -0.08 0.10 -0.07
H -0.41 -0.09 0.07
H -0.13 0.15 -0.73
C 0.02 -0.17 -0.05
N 0.86 -0.43 0.55
O -0.77 -0.51 0.25
O -0.62 0.12 -0.46
H 0.20 0.49 0.02
H 0.33 0.33 -0.25
H 0.24 0.19 0.11
C 0.12 -0.39 -0.18
N 1.23 -0.94 -0.37
O -2.85 2.96 0.45
O 1.26 -1.53 -0.06
H -0.37 0.23 -0.48
H 0.32 -0.07 0.51
H 0.21 -0.43 0.03
C 2.10 -0.54 0.36
N -1.45 2.75 1.81
O -0.07 -0.98 -0.86
O 0.08 -0.63 -0.14
H -0.28 -0.24 -0.09
H -0.46 -0.85 -0.79
H 0.02 0.61 -0.22
C -0.06 -0.69 1.24
N 1.43 -1.10 -1.49
O -1.26 0.09 1.40
O -0.67 1.37 0.01
H 0.29 0.66 -0.30
H -0.25 -0.21 -0.43
H 0.48 -0.21 -0.45
C 0.10 0.87 0.91
N 3.12 -1.34 -4.80
O 0.67 -0.89 1.89
O -3.99 2.18 1.72
H -0.10 -0.72 0.22
H -0.30 0.43 0.39
H 0.37 -0.58 -0.13
C 1.35 0.23 0.26
O -0.11 -0.33 1.45
C 0.09 0.40 -1.38
C -1.22 -0.56 1.08
O 0.34 -0.15 -0.78
C -0.25 -0.10 -0.03
H -0.36 0.26 0.63
H 0.21 -0.17 0.08
H -0.03 0.01 -0.54
H 0.21 -0.11 -0.28
H -0.73 0.20 -0.23
H -0.06 0.60 -0.10
H 0.26 0.06 0.06
H 0.20 0.04 0.00
H 0.29 -0.19 -0.11
H -0.19 -0.06 -0.17
C -1.81 0.60 0.38
O 2.32 0.74 0.27
C -1.77 -0.37 0.37
C 0.76 -0.38 -0.06
O 0.24 0.01 0.57
C -0.39 0.61 0.14
H -0.13 -0.03 -0.19
H 0.01 -0.74 -0.90
H 0.06 -0.67 0.05
H 0.44 0.84 0.22
H 0.29 -0.45 0.24
H 0.44 0.16 -0.13
H -0.17 -0.24 0.02
H 0.18 0.31 -0.78
H -0.81 -0.33 -0.16
H 0.41 -0.02 0.00
C -0.14 0.40 0.09
O -0.14 0.34 0.05
C 0.21 -2.06 -0.48
C -1.50 0.05 1.09
O 2.01 -1.06 0.38
C 0.14 0.70 0.35
H 0.19 0.20 -0.34
H 0.26 0.23 -0.75
H -0.23 0.52 -0.20
H 0.45 -0.39 0.25
H -0.38 0.44 0.24
H -0.57 -0.77 0.51
H 0.87 0.21 -0.10
H -0.59 -0.14 -0.06
H -0.42 0.67 0.13
H -0.23 0.81 -1.48
C -0.59 -0.70 -1.84
O 0.72 -0.10 2.69
C 0.76 -0.12 -1.46
C -2.43 1.13 -0.25
O 1.29 0.09 0.59
C 0.81 -0.01 0.03
H 0.00 0.31 -0.51
H -0.03 -0.13 -0.41
H 0.09 0.24 0.30
H 0.24 -0.09 0.35
H -0.31 0.15 -0.27
H 0.49 -0.29 0.43
H 0.23 -0.07 0.59
H -0.43 -0.30 -0.31
H -0.28 -0.29 0.11
H -0.40 0.03 0.17

---

Entry 2:
Here is a 2-piece molecular cluster, C8H12NOS overall in a non-equilibrium geometry from the Open Molecules 2025 dataset. Energies are from ωB97M-V with the def2-TZVPD basis set.

The net charge is -1. The HOMO energy (alpha / beta) comes out at -2.49 / -2.49 eV. The frontier orbital gap (alpha / beta) is 5.761 / 5.760 eV. The value obtained for the energy relative to the best compared isomer or geometry (same formula, charge and spin) is 323.58 kJ/mol. As for the multiplicity: 1. The calculation puts the total energy at -840.0626 Eh.

Positions of all 23 atoms, in Å:
1 C -3.0945 0.8806 -1.2920
2 C -4.3230 0.5543 -0.9021
3 C -2.5940 -0.2550 0.6331
4 C -2.0655 0.4571 -0.3717
5 C 2.2043 0.7313 -0.3279
6 C 0.2345 1.3789 1.1710
7 C 0.6347 -1.0156 0.4117
8 C 0.7672 0.4639 0.0786
9 N -0.0101 0.6307 -1.1462
10 O -0.0264 1.8192 -1.5907
11 S -4.3562 -0.2692 0.6250
12 H -2.8723 1.4870 -2.1001
13 H -5.2480 0.9476 -1.3821
14 H -1.9188 -0.7712 1.3723
15 H 2.6383 0.1116 -1.1870
16 H 2.3912 1.7848 -0.5452
17 H 2.8188 0.2991 0.4582
18 H 0.6293 1.1447 2.1460
19 H -0.8520 1.2854 1.2822
20 H 0.3690 2.4453 0.9178
21 H 1.1848 -1.4433 1.3287
22 H -0.3405 -1.2176 0.5252
23 H 1.0267 -1.7081 -0.3851

Cartesian forces, eV/Å:
C 1.47 -0.49 1.78
C -2.33 0.56 0.06
C 0.79 -0.41 1.08
C 0.66 -0.85 -1.20
C 1.36 -0.83 -0.60
C -0.24 0.72 0.20
C 4.02 -1.24 0.39
C 0.05 -0.40 0.21
N -2.01 0.85 -1.77
O 0.62 -0.49 0.31
S 0.22 -0.32 -0.33
H 0.33 1.01 -1.72
H 0.63 -0.66 0.56
H -1.60 0.49 -0.34
H -1.39 0.80 0.55
H 0.09 -0.14 0.24
H 0.35 0.70 0.62
H 0.68 0.09 0.45
H 0.42 -0.26 -0.29
H 0.35 -0.47 0.08
H -0.63 1.28 -0.87
H -3.42 -0.97 0.35
H -0.42 1.03 0.25

---

Entry 3:
Here is a 2-piece molecular cluster, C5H5ClFNO2 overall in a non-equilibrium geometry from the Open Molecules 2025 dataset. Energies are from ωB97M-V with the def2-TZVPD basis set.

Its SMILES is O=c1o[nH]cc1F.C=CCl. The HOMO energy comes out at -9.58 eV. The frontier orbital gap is 9.786 eV. As for the multiplicity: 1. The calculation puts the total energy at -958.6772 Eh.

Positions of all 15 atoms, in Å:
1 O -3.8204 2.3477 0.5768
2 C -2.6926 1.9174 0.2834
3 O -1.4827 2.6785 0.2873
4 N -0.4952 1.6799 -0.0139
5 C -1.0478 0.3464 -0.2121
6 C -2.3904 0.5564 -0.1438
7 F -3.3733 -0.3908 -0.2961
8 H -0.0623 1.8575 -0.8997
9 H -0.4908 -0.5977 -0.4705
10 C 2.7889 -1.6726 0.9004
11 C 2.7234 -1.8042 -0.4508
12 Cl 1.3487 -1.9391 -1.3831
13 H 1.8099 -1.6277 1.4690
14 H 3.6433 -1.7981 1.4395
15 H 3.5414 -1.5535 -1.0864

Cartesian forces, eV/Å:
O 3.77 -0.73 -0.68
C -3.48 1.71 0.40
O -1.38 -3.15 -0.86
N 1.54 -1.64 0.69
C -2.59 1.62 -0.01
C 0.75 -1.98 0.15
F 1.23 1.47 0.40
H 0.37 1.16 -0.44
H -0.32 1.65 0.42
C -4.44 -0.61 -2.52
C 1.51 1.36 2.78
Cl -1.67 -0.21 -0.74
H 1.33 -0.33 -0.62
H 2.44 0.32 1.15
H 0.94 -0.64 -0.13

---

Entry 4:
Here is a 2-piece molecular cluster, CH4IPS overall in a non-equilibrium geometry from the Open Molecules 2025 dataset. Energies are from ωB97M-V with the def2-TZVPD basis set.

The HOMO energy (alpha / beta) comes out at -7.96 / -9.66 eV. The frontier orbital gap (alpha / beta) is 4.910 / 8.398 eV. The value obtained for the energy relative to the best compared isomer or geometry (same formula, charge and spin) is 227.93 kJ/mol. As for the multiplicity: 1. The calculation puts the total energy at -1077.6693 Eh.

Positions of all 8 atoms, in Å:
1 C 0.9645 -0.9765 0.0718
2 P 0.1280 0.4220 0.8822
3 S 0.1976 1.9069 -0.4974
4 I -3.7348 0.0942 0.0112
5 H 1.2719 -1.5335 0.8814
6 H 1.8878 -0.6665 -0.5779
7 H 0.3331 -1.5662 -0.4747
8 H -1.0482 2.3196 -0.2967

Cartesian forces, eV/Å:
C 2.80 3.23 -1.23
P -1.08 -0.60 0.79
S 0.46 0.45 -1.16
I 0.49 0.02 0.13
H 1.08 -1.48 1.76
H -1.68 -0.58 1.19
H -1.79 -1.30 -1.70
H -0.28 0.28 0.23

---

Entry 5:
Here is C21H14I2N6O3RhS2 as an isolated structure from the Open Molecules 2025 dataset. Energies are from ωB97M-V with the def2-TZVPD basis set.

The net charge is -1. The HOMO energy comes out at -5.77 eV. The frontier orbital gap is 7.279 eV. As for the multiplicity: 1. The calculation puts the total energy at -2865.3933 Eh.

Positions of all 49 atoms, in Å:
1 Rh -0.3829 -0.7765 -0.3802
2 S -1.2921 -2.6971 0.4651
3 C -1.3713 -3.3315 -1.1313
4 S -0.8510 -2.0833 -2.2084
5 C -1.7794 -4.5890 -1.4976
6 C -1.7888 -4.9767 -2.8677
7 N -1.7974 -5.2788 -3.9797
8 C -2.2028 -5.5286 -0.5150
9 N -2.5395 -6.2857 0.2854
10 I -5.0116 1.4718 -0.2344
11 C -3.1552 2.2498 -0.7488
12 C -3.0157 3.6216 -1.0050
13 C -1.7978 4.1689 -1.3083
14 I -1.6860 6.2273 -1.6540
15 C -0.6439 3.3485 -1.3704
16 C 0.6705 3.7975 -1.6386
17 C 1.7079 2.9124 -1.6523
18 C 1.4585 1.5503 -1.4060
19 N 0.2532 1.1042 -1.1590
20 C -0.8023 1.9690 -1.1274
21 C -2.0732 1.3814 -0.8015
22 O -2.1702 0.1107 -0.5627
23 H -3.8931 4.2514 -0.9508
24 H 0.8416 4.8496 -1.8235
25 H 2.7209 3.2350 -1.8453
26 H 2.2647 0.8279 -1.4135
27 C -0.0979 -0.3710 3.9107
28 C -0.9906 0.8486 3.6758
29 C -1.3531 0.6945 2.2133
30 O -0.1470 0.2004 1.5992
31 C 0.6367 -0.5406 2.5837
32 H -0.7071 -1.2493 4.1290
33 H 0.6018 -0.2291 4.7328
34 H -0.4330 1.7739 3.8321
35 H -1.8738 0.8627 4.3133
36 H -1.6164 1.6293 1.7201
37 H -2.1617 -0.0259 2.0620
38 H 1.6353 -0.1080 2.5829
39 H 0.7049 -1.5773 2.2606
40 N 2.4979 -1.8099 -2.0461
41 C 2.5694 -1.4913 -0.7344
42 O 1.5281 -1.4725 -0.0069
43 C 3.8174 -1.1351 -0.1733
44 C 4.9955 -1.2152 -0.9502
45 N 5.9428 -1.2526 -1.6116
46 C 3.8761 -0.6559 1.1555
47 N 3.9248 -0.2484 2.2351
48 H 1.6396 -2.2252 -2.3814
49 H 3.3471 -1.9322 -2.5715

Cartesian forces, eV/Å:
Rh 0.25 0.26 0.13
S -0.04 -0.28 0.13
C -0.02 0.09 0.02
S 0.17 0.11 -0.18
C -0.01 0.02 0.00
C -0.04 0.00 0.00
N 0.02 0.00 0.00
C 0.02 -0.02 -0.01
N -0.01 0.01 0.00
I 0.00 0.00 0.00
C -0.01 0.02 0.00
C 0.01 -0.02 0.00
C 0.00 -0.01 0.00
I 0.00 0.00 0.00
C -0.01 0.01 -0.02
C 0.01 -0.01 0.00
C -0.02 -0.01 -0.03
C 0.04 -0.03 -0.05
N -0.10 -0.11 0.09
C 0.02 0.03 -0.01
C -0.05 -0.06 -0.16
O 0.01 0.05 0.12
H 0.00 0.00 0.00
H 0.00 0.00 0.00
H 0.00 0.00 0.00
H -0.02 0.03 0.03
C 0.02 0.02 0.00
C 0.01 -0.02 -0.01
C -0.02 0.02 0.07
O -0.08 -0.07 -0.23
C 0.05 0.05 0.09
H -0.02 0.00 -0.02
H -0.01 -0.02 0.01
H 0.01 0.00 -0.01
H 0.00 0.01 0.01
H 0.00 -0.02 0.02
H 0.00 0.00 0.00
H -0.14 -0.04 0.04
H 0.02 0.02 0.02
N -0.12 0.00 -0.02
C 0.05 -0.01 0.12
O -0.17 0.03 -0.07
C 0.04 -0.07 -0.10
C 0.07 0.16 0.13
N -0.05 -0.09 -0.07
C 0.06 -0.01 -0.01
N 0.06 -0.01 -0.04
H -0.01 0.02 0.01
H -0.01 -0.02 0.00

---

Entry 6:
Here is an isolated ion of composition C4H8ClN2O and charge +1 in a non-equilibrium geometry from the Open Molecules 2025 dataset. Energies are from ωB97M-V with the def2-TZVPD basis set.

Its SMILES is CN(C)C(=O)C(=[NH2+])Cl. The net charge is +1. The HOMO energy comes out at -14.13 eV. The frontier orbital gap is 8.332 eV. The value obtained for the energy relative to the best compared isomer or geometry (same formula, charge and spin) is 91.81 kJ/mol. As for the multiplicity: 1. The calculation puts the total energy at -801.8529 Eh.

Positions of all 16 atoms, in Å:
1 C -0.9874 -1.6577 0.3513
2 N 0.0491 -0.6559 0.3176
3 C -0.3115 0.6213 0.9967
4 C 1.0560 -0.7999 -0.5201
5 O 1.3316 -1.7642 -1.1648
6 C 2.1333 0.3189 -0.4346
7 N 2.7191 0.7788 -1.5189
8 Cl 2.9814 0.6217 1.0967
9 H -1.6774 -1.4443 -0.4820
10 H -0.6475 -2.7194 0.3233
11 H -1.5264 -1.6215 1.3643
12 H -0.2212 0.3958 2.1079
13 H 0.6546 1.2757 0.7581
14 H -1.3214 1.0460 0.6468
15 H 2.4185 0.3902 -2.5223
16 H 3.6913 1.2061 -1.4748

Cartesian forces, eV/Å:
C -1.37 -1.33 1.29
N -1.21 0.98 0.73
C 2.38 0.27 -0.03
C -0.14 0.77 1.40
O 0.68 -0.56 -1.25
C 2.62 0.45 -0.47
N 0.07 -1.46 -1.12
Cl -0.91 -0.34 -1.78
H -0.02 -0.39 0.47
H 0.23 1.02 -0.45
H 0.63 0.39 -1.57
H -0.66 0.60 -1.33
H -2.88 -0.47 0.58
H 1.77 -0.60 0.57
H 0.55 1.12 2.91
H -1.76 -0.45 0.04